15 unconnected molecules or ions with the total composition C68H175N9O22 in a non-equilibrium geometry. Source: the OMol25 dataset; level of theory: ωB97M-V with the def2-TZVPD basis set.

**Energy**: -4843.41252 Eh
**Total charge**: 0
**HOMO level**: -8.34 eV
**HOMO-LUMO gap**: 8.73 eV

```
274
Properties=species:S:1:pos:R:3:lowdin_charge:R:1
C 6.429 5.744 0.277 -0.121
O 6.347 5.071 -0.933 -0.203
C 5.107 5.295 -1.530 -0.217
C 5.127 4.489 -2.837 -0.181
N 3.801 4.329 -3.420 -0.042
C 3.859 3.592 -4.669 -0.237
C 4.408 2.249 -4.732 -0.208
O 3.698 1.346 -3.797 -0.163
C 4.330 0.125 -3.910 -0.160
H 7.273 5.366 0.780 0.073
H 5.588 5.506 0.920 0.069
H 6.522 6.844 0.219 0.102
H 5.043 6.393 -1.690 0.134
H 4.318 4.939 -0.847 0.110
H 5.558 3.478 -2.566 0.123
H 5.733 4.921 -3.626 0.121
H 3.143 3.984 -2.746 0.068
H 4.373 4.198 -5.405 0.121
H 2.836 3.519 -5.030 0.123
H 5.496 2.172 -4.580 0.128
H 4.235 1.893 -5.749 0.124
H 5.188 -0.060 -3.212 0.105
H 4.662 -0.153 -4.847 0.059
H 3.628 -0.697 -3.673 0.067
C -3.715 7.712 -1.928 -0.112
O -2.589 6.878 -1.855 -0.199
C -2.702 5.486 -1.855 -0.227
C -2.975 4.860 -0.511 -0.223
N -1.824 4.775 0.348 -0.054
C -1.383 6.003 1.023 -0.159
C -0.209 5.697 1.948 -0.206
O -0.654 4.925 3.046 -0.189
C 0.462 4.544 3.847 -0.098
H -3.538 8.664 -2.373 0.073
H -4.167 7.824 -0.913 0.092
H -4.529 7.288 -2.518 0.076
H -1.737 5.129 -2.258 0.129
H -3.547 5.178 -2.554 0.132
H -3.278 3.792 -0.597 0.109
H -3.849 5.391 -0.046 0.122
H -1.918 4.044 1.010 0.053
H -2.270 6.456 1.487 0.111
H -1.063 6.709 0.200 0.135
H 0.423 6.475 2.367 0.121
H 0.474 5.118 1.419 0.086
H 1.182 5.294 3.973 0.064
H 0.998 3.693 3.418 0.068
H 0.087 4.284 4.860 0.092
C -4.811 -3.425 -1.671 -0.118
O -4.600 -3.553 -3.044 -0.223
C -5.789 -3.656 -3.741 -0.264
C -5.489 -3.680 -5.201 -0.215
N -6.663 -4.030 -6.038 -0.068
C -6.177 -4.263 -7.396 -0.240
C -7.349 -4.641 -8.294 -0.254
O -7.867 -5.866 -7.849 -0.210
C -9.183 -6.155 -8.383 -0.084
H -3.860 -3.143 -1.282 0.047
H -5.235 -4.347 -1.246 0.102
H -5.450 -2.504 -1.427 0.115
H -6.477 -2.878 -3.493 0.115
H -6.291 -4.652 -3.490 0.149
H -4.631 -4.416 -5.299 0.133
H -5.187 -2.742 -5.655 0.113
H -7.200 -4.871 -5.695 0.130
H -5.313 -4.965 -7.594 0.133
H -5.839 -3.226 -7.700 0.132
H -6.951 -4.805 -9.268 0.112
H -8.104 -3.867 -8.127 0.124
H -9.820 -5.308 -8.199 0.071
H -9.498 -7.097 -7.941 0.083
H -9.203 -6.296 -9.511 0.100
C 1.279 3.047 -0.941 -0.095
O 1.403 1.723 -1.462 -0.198
C 0.463 1.406 -2.539 -0.133
C 0.622 -0.082 -2.809 -0.205
N 0.241 -0.879 -1.702 -0.056
C 0.337 -2.351 -1.811 -0.161
C -0.861 -2.876 -2.558 -0.240
O -0.628 -4.222 -2.774 -0.195
C -1.810 -4.888 -3.150 -0.093
H 1.598 3.835 -1.602 0.070
H 1.929 3.046 -0.109 0.035
H 0.197 3.352 -0.667 0.095
H 0.669 2.021 -3.385 0.118
H -0.556 1.563 -2.131 0.099
H 1.606 -0.414 -3.168 0.108
H -0.032 -0.344 -3.598 0.095
H 0.891 -0.672 -0.916 0.078
H 0.401 -2.796 -0.776 0.134
H 1.248 -2.575 -2.378 0.108
H -1.042 -2.368 -3.531 0.131
H -1.808 -2.803 -2.032 0.103
H -2.378 -4.305 -3.907 0.084
H -2.567 -4.888 -2.376 0.067
H -1.621 -5.909 -3.519 0.102
C -4.760 1.337 0.794 -0.090
O -3.443 1.803 0.499 -0.205
C -2.587 0.869 1.123 -0.221
C -1.196 1.436 1.393 -0.175
N -0.213 0.388 1.404 -0.055
C 1.146 0.732 1.773 -0.165
C 2.104 -0.488 1.960 -0.144
O 2.187 -1.020 0.606 -0.227
C 3.066 -2.145 0.446 -0.077
H -4.772 0.252 0.659 0.087
H -5.483 1.794 0.139 0.046
H -4.987 1.599 1.883 0.100
H -2.407 0.068 0.433 0.101
H -3.051 0.381 2.003 0.114
H -1.183 2.010 2.362 0.137
H -1.008 2.154 0.591 0.092
H -0.315 -0.135 0.517 0.109
H 1.232 1.336 2.639 0.092
H 1.531 1.389 0.967 0.088
H 1.794 -1.261 2.671 0.120
H 3.038 -0.155 2.387 0.093
H 3.257 -2.164 -0.631 0.085
H 2.674 -3.166 0.701 0.098
H 4.008 -2.087 1.019 0.059
C 10.868 -0.414 0.537 -0.114
O 10.231 0.835 0.412 -0.189
C 8.956 0.823 -0.159 -0.228
C 8.200 2.044 0.325 -0.193
N 6.895 2.079 -0.293 -0.045
C 5.904 1.227 0.332 -0.203
C 4.529 1.749 -0.036 -0.197
O 4.284 3.073 0.407 -0.232
C 3.909 3.161 1.782 -0.080
H 11.887 -0.320 0.988 0.097
H 10.989 -0.842 -0.483 0.090
H 10.223 -1.120 1.115 0.077
H 8.406 -0.058 0.123 0.095
H 9.011 0.821 -1.232 0.124
H 8.681 2.940 0.059 0.108
H 8.076 2.006 1.411 0.117
H 6.531 3.022 -0.314 0.071
H 6.127 1.137 1.440 0.113
H 6.042 0.171 0.009 0.112
H 3.734 1.032 0.256 0.115
H 4.412 1.781 -1.100 0.109
H 2.787 3.182 1.875 0.069
H 4.407 4.080 2.193 0.087
H 4.415 2.322 2.394 0.110
C 8.808 -5.705 2.769 -0.119
O 8.020 -4.887 1.912 -0.211
C 8.850 -4.194 0.930 -0.200
C 7.991 -3.222 0.181 -0.237
N 7.050 -3.953 -0.684 -0.046
C 6.251 -3.101 -1.585 -0.212
C 5.318 -3.992 -2.342 -0.242
O 4.775 -3.220 -3.409 -0.205
C 3.551 -3.792 -3.911 -0.089
H 9.472 -6.428 2.291 0.085
H 8.275 -6.220 3.505 0.064
H 9.570 -5.116 3.291 0.083
H 9.181 -5.015 0.243 0.136
H 9.696 -3.648 1.406 0.121
H 8.553 -2.593 -0.563 0.127
H 7.590 -2.514 0.913 0.078
H 6.518 -4.636 -0.140 0.106
H 6.947 -2.782 -2.330 0.109
H 5.745 -2.148 -1.332 0.112
H 4.520 -4.408 -1.674 0.121
H 5.826 -4.834 -2.758 0.117
H 3.704 -4.700 -4.592 0.111
H 3.071 -3.049 -4.569 0.082
H 2.926 -3.992 -3.065 0.040
C -0.250 1.393 5.852 -0.045
C -1.630 0.940 6.337 -0.430
C -2.527 1.933 7.121 -0.036
O -2.339 0.512 5.141 -0.100
H -0.399 2.157 5.114 0.040
H 0.203 0.586 5.294 0.061
H 0.404 1.738 6.670 0.091
H -1.531 -0.014 6.935 0.145
H -3.483 1.510 7.427 0.080
H -2.583 2.867 6.591 0.065
H -2.072 2.113 8.093 0.073
H -1.991 -0.325 4.811 0.040
C -4.124 4.110 2.940 -0.027
C -5.221 4.365 4.013 -0.452
C -5.782 3.126 4.817 -0.015
O -4.868 5.445 4.837 -0.034
H -4.438 3.435 2.190 0.026
H -3.214 3.712 3.316 0.063
H -3.866 5.053 2.397 0.084
H -6.051 4.788 3.424 0.114
H -5.827 2.257 4.153 0.054
H -6.750 3.365 5.283 0.081
H -5.064 2.868 5.575 0.049
H -3.932 5.393 4.941 0.066
C -1.317 -3.594 3.880 -0.047
C -1.406 -2.582 2.721 -0.477
C -2.545 -3.135 1.809 -0.044
O -1.522 -1.318 3.286 -0.085
H -1.979 -3.169 4.649 0.071
H -0.314 -3.553 4.324 0.073
H -1.553 -4.638 3.707 0.077
H -0.522 -2.528 2.025 0.135
H -3.295 -3.683 2.374 0.045
H -2.037 -3.867 1.110 0.086
H -2.838 -2.323 1.122 0.067
H -0.936 -0.757 2.738 0.052
C -3.990 1.320 -5.102 -0.030
C -3.629 1.368 -3.599 -0.481
C -3.399 0.004 -3.037 -0.041
O -2.483 2.213 -3.503 -0.077
H -3.064 1.072 -5.667 0.099
H -4.377 2.240 -5.445 0.057
H -4.734 0.583 -5.288 0.059
H -4.414 1.797 -2.988 0.117
H -2.460 -0.442 -3.428 0.087
H -4.182 -0.692 -3.200 0.063
H -3.332 0.097 -1.976 0.061
H -2.198 2.169 -2.529 0.092
C 0.428 -6.947 -0.125 -0.062
C 1.817 -6.433 -0.371 -0.538
C 2.747 -7.580 -0.846 -0.033
O 1.762 -5.406 -1.294 -0.056
H 0.080 -7.345 -1.100 0.093
H -0.254 -6.205 0.287 0.069
H 0.407 -7.814 0.596 0.100
H 2.271 -6.081 0.563 0.125
H 3.023 -8.212 -0.022 0.074
H 3.627 -7.117 -1.283 0.071
H 2.179 -8.093 -1.600 0.070
H 0.885 -5.000 -1.363 0.055
C -5.189 -2.808 4.152 -0.077
C -5.398 -1.405 3.874 -0.511
C -6.850 -1.158 3.415 -0.049
O -5.123 -0.550 4.975 -0.024
H -4.212 -3.025 4.659 0.081
H -5.105 -3.469 3.265 0.079
H -5.933 -3.270 4.827 0.096
H -4.843 -1.016 3.056 0.104
H -7.582 -1.614 4.086 0.072
H -7.144 -1.619 2.445 0.087
H -7.100 -0.089 3.406 0.069
H -4.207 -0.418 5.095 0.024
C 5.281 -3.249 2.753 -0.025
C 5.856 -1.863 3.291 -0.452
C 5.376 -1.620 4.695 -0.233
O 3.974 -1.401 4.723 -0.213
C 3.545 -1.186 6.097 -0.074
N 7.269 -1.900 3.151 0.051
H 4.228 -3.295 2.908 0.059
H 5.752 -3.883 3.484 0.067
H 5.589 -3.490 1.729 0.063
H 5.425 -1.042 2.703 0.117
H 5.847 -0.729 5.177 0.133
H 5.634 -2.602 5.221 0.145
H 3.784 -2.054 6.711 0.082
H 2.452 -1.029 6.088 0.083
H 4.076 -0.288 6.474 0.090
H 7.706 -1.140 3.692 0.095
H 7.632 -2.769 3.522 0.073
C -7.020 4.002 -1.809 -0.052
C -7.609 3.301 -0.555 -0.426
C -8.956 3.891 -0.179 -0.225
O -9.502 3.353 1.004 -0.171
C -9.058 4.034 2.121 -0.130
N -7.676 1.837 -0.778 0.033
H -6.665 5.026 -1.583 0.080
H -7.757 4.028 -2.603 0.070
H -6.188 3.444 -2.253 0.059
H -6.837 3.383 0.250 0.123
H -9.656 3.624 -1.020 0.141
H -8.940 4.992 -0.260 0.128
H -9.342 5.121 2.034 0.103
H -7.969 3.968 2.246 0.072
H -9.554 3.768 3.057 0.091
H -8.312 1.570 -1.510 0.068
H -8.131 1.465 0.055 0.075
```